(1)
C9H14S | ωB97M-V/def2-TZVPD

Last column: natural (NBO) charge in e.
Positions of all 24 atoms, in Å:
1 C 3.18652 0.31940 0.64404  -0.63
2 C 1.03657 0.42665 1.82528  -0.24
3 C 1.77835 0.82152 0.74132  0.00
4 C -0.24161 0.99238 2.07333  -0.21
5 C -0.81807 1.77360 1.05473  -0.22
6 C 1.16702 1.78833 -0.19707  -0.22
7 C -0.08479 2.22040 -0.07567  -0.22
8 H 1.19245 -0.38484 2.56710  0.22
9 H -0.81187 0.69648 2.93456  0.21
10 H 3.39166 -0.26169 1.52153  0.22
11 H 3.81122 1.20620 0.58337  0.22
12 H -1.87617 2.21492 1.15580  0.21
13 H 1.49565 1.69999 -1.28322  0.22
14 H -0.65193 2.82786 -0.79997  0.22
15 H 3.44663 -0.26370 -0.26137  0.22
16 C -1.46546 -1.63405 -1.90584  -0.54
17 C -2.65876 -2.07641 -1.09829  -0.64
18 S 0.17901 -1.49071 -1.21422  -0.02
19 H -1.11034 -2.65855 -2.36246  0.21
20 H -1.72658 -1.02555 -2.77271  0.22
21 H -3.32838 -2.61225 -1.78853  0.22
22 H 0.02437 -0.78960 -0.14792  0.11
23 H -3.37032 -1.22462 -1.07384  0.21
24 H -2.56517 -2.56578 -0.11997  0.23

Output
LUMO level (eV): 0.9
Gap between HOMO and LUMO (eV): 9.48
SMILES: Cc1ccccc1.CCS

(2)
C7H10 | ωB97M-V/def2-TZVPD

Last column: natural (NBO) charge in e.
Positions of all 17 atoms, in Å:
1 C 1.50268 -0.23806 1.00312  -0.47
2 C 1.06517 1.19553 0.40620  -0.33
3 C 1.23380 -1.07000 -0.13901  -0.12
4 C -0.06070 -1.39052 -0.56045  -0.27
5 C -1.22172 -0.76173 -0.15861  -0.15
6 C -1.31156 0.49424 0.60616  -0.58
7 C -0.20467 1.49868 0.39246  0.09
8 H 2.55137 -0.20906 1.30382  0.23
9 H 0.87126 -0.43670 1.87342  0.21
10 H 1.89517 1.77799 0.02223  0.23
11 H 2.07122 -1.39695 -0.75268  0.21
12 H -0.15256 -2.14609 -1.33901  0.22
13 H -2.14607 -1.10736 -0.61926  0.20
14 H -1.46276 0.96651 -2.27629  -0.01
15 H -2.30989 0.93335 0.52658  0.25
16 H -1.15596 0.30816 1.68438  0.28
17 H -1.16479 1.58202 -1.97307  0.01

Output
LUMO level (alpha / beta) (eV): -0.2 / -0.2
Gap between HOMO and LUMO (alpha / beta) (eV): 7.16 / 8.03

(3)
C7H8N2 | ωB97M-V/def2-TZVPD

Last column: Mulliken spin population.
Positions of all 17 atoms, in Å:
1 C -2.20483 -1.90897 -1.75428  0.22
2 C -1.27178 -1.28789 -1.31903  -0.02
3 C 0.81469 1.49745 0.04787  0.00
4 C 0.00220 -0.60657 -0.68560  0.51
5 C 2.27276 -0.39762 -0.12831  0.02
6 C -0.49705 0.70635 -0.03616  0.06
7 C -0.98525 0.56951 1.44090  0.04
8 N 2.01020 0.98718 0.08851  0.19
9 N 1.17177 -1.07867 -0.86740  0.97
10 H -3.05415 -2.39256 -1.94458  0.01
11 H 0.64177 2.53811 0.28451  0.02
12 H 3.30718 -0.36293 -0.62434  0.00
13 H 2.30313 -0.94986 0.79010  -0.01
14 H -1.30115 1.15876 -0.67202  0.01
15 H -0.23610 -0.05362 1.90796  -0.02
16 H -1.94409 0.09770 1.50679  -0.01
17 H -1.02930 1.48363 1.96508  0.01

Output
LUMO level (alpha / beta) (eV): 0.7 / -2.9
⟨S²⟩: 2.0135
Gap between HOMO and LUMO (alpha / beta) (eV): 6.20 / 6.67
Spin multiplicity: 3

(4)
C4H5ClOS2 | ωB97M-V/def2-TZVPD

Last column: natural (NBO) charge in e.
Positions of all 13 atoms, in Å:
1 C -0.19654 -0.45159 1.80239  -0.25
2 C 0.18648 -0.29642 -0.50545  0.16
3 C -0.31285 -1.32595 -1.21791  -0.19
4 C 0.23183 1.08700 -1.05213  -0.33
5 H 0.40144 -0.59251 2.72628  0.20
6 H -0.94385 -1.26737 1.70685  0.19
7 H -0.72852 0.48401 1.86405  0.18
8 H -0.70845 -1.15591 -2.21250  0.25
9 H 0.97013 3.21921 -0.76192  0.14
10 O 0.74729 -0.46397 0.72780  -0.52
11 S 1.15593 2.13472 -0.00559  0.14
12 S -0.46206 1.55326 -2.45069  0.00
13 Cl -0.34082 -2.92447 -0.62116  0.04

Output
LUMO level (eV): -0.9
Gap between HOMO and LUMO (eV): 7.95
SMILES: CO/C(=C\Cl)C(=S)S

(5)
C22H20ClN3O2 | ωB97M-V/def2-TZVPD

Last column: natural (NBO) charge in e.
Positions of all 48 atoms, in Å:
1 C -5.57728 -2.44956 -0.26785  -0.63
2 C -4.67646 -1.28083 -0.50751  0.06
3 C -4.43204 -0.34527 0.48439  -0.29
4 C -3.55120 0.70513 0.22127  0.38
5 N -2.96449 0.87406 -0.95470  -0.47
6 C -3.19911 -0.02022 -1.89861  0.07
7 C -4.03141 -1.11016 -1.73202  -0.29
8 H -4.18489 -1.81358 -2.53529  0.22
9 H -2.69069 0.16243 -2.83594  0.19
10 N -3.29031 1.63875 1.21620  -0.61
11 C -2.25881 2.53745 1.29727  0.68
12 O -2.29579 3.44293 2.10196  -0.58
13 C -1.09492 2.28558 0.40339  -0.10
14 C -0.51548 1.02401 0.36415  -0.22
15 C 0.59133 0.78028 -0.43787  0.20
16 C 1.11809 1.84384 -1.18095  -0.07
17 C 0.56222 3.10652 -1.12219  -0.22
18 C -0.54527 3.33196 -0.32361  -0.18
19 H -0.98933 4.31295 -0.26892  0.23
20 H 0.99488 3.90851 -1.69985  0.23
21 Cl 2.50626 1.57597 -2.18963  0.00
22 N 1.20587 -0.46296 -0.52433  -0.64
23 C 0.89746 -1.62043 0.12898  0.69
24 O -0.09109 -1.78752 0.80777  -0.61
25 C 1.96347 -2.68551 -0.05286  -0.48
26 H 2.37333 -2.65280 -1.06348  0.21
27 H 1.50900 -3.66158 0.11896  0.24
28 C 3.08814 -2.46182 0.97935  -0.41
29 C 3.73790 -1.11877 0.79675  -0.04
30 C 3.32016 -0.02280 1.54260  -0.17
31 C 3.86750 1.22881 1.32426  -0.21
32 C 4.84715 1.39917 0.36083  -0.22
33 C 5.27782 0.31249 -0.38096  -0.20
34 C 4.72331 -0.93703 -0.16646  -0.24
35 H 5.05962 -1.78230 -0.75121  0.21
36 H 6.04355 0.43898 -1.13222  0.21
37 H 5.27370 2.37589 0.18807  0.22
38 H 3.52492 2.07263 1.90460  0.22
39 H 2.55290 -0.15045 2.29297  0.21
40 H 3.82860 -3.25574 0.86127  0.22
41 H 2.66024 -2.53531 1.98050  0.22
42 H 2.05628 -0.45306 -1.07656  0.42
43 H -0.91651 0.21378 0.95015  0.26
44 H -3.98835 1.73021 1.94485  0.41
45 H -4.90215 -0.43121 1.45280  0.21
46 H -6.14498 -2.68938 -1.16407  0.22
47 H -4.97785 -3.32179 -0.00657  0.23
48 H -6.26532 -2.25225 0.55030  0.22

Output
LUMO level (eV): 0.7
Gap between HOMO and LUMO (eV): 9.18
SMILES: Cc1ccnc(NC(=O)c2ccc(Cl)c(NC(=O)CCc3ccccc3)c2)c1

(6)
C5H7NO | ωB97M-V/def2-TZVPD

Last column: natural (NBO) charge in e.
Positions of all 14 atoms, in Å:
1 C -0.45813 1.17621 -0.49081  -0.28
2 C 0.23923 -1.14345 -1.00655  0.25
3 O 1.25147 -1.28580 -0.21744  -0.42
4 C 0.46613 -0.70628 0.89140  0.06
5 C 0.55478 0.79868 0.72864  -0.44
6 N -1.54273 0.35529 -0.02140  -0.48
7 C -0.88950 -0.84110 0.02197  -0.15
8 H -0.51554 2.26407 -0.43774  0.20
9 H -0.34677 1.03370 -1.61529  0.19
10 H 0.41276 -1.11481 -2.08374  0.19
11 H 0.66088 -1.21096 1.84502  0.22
12 H 0.11705 1.24150 1.64466  0.24
13 H 1.56156 1.16415 0.58045  0.22
14 H -1.51118 -1.73119 0.16084  0.23

Output
LUMO level (alpha / beta) (eV): 0.5 / -0.7
Gap between HOMO and LUMO (alpha / beta) (eV): 8.67 / 5.89

In the order shown, the computed energy values come out to -20393.219; -7415.751; -10361.062; -40468.019; -44228.200; -8830.137 eV.
In the order shown, the computed ΔE to the lowest compared entry with this formula, charge and spin values come out to 199.5; 509.8; 257.4; 77.6; 17.2; 585.3 kJ/mol.